No. 1
{
  "formula": "C8H8NPS",
  "method": "the ωB97M-V functional and the def2-TZVPD basis",
  "homo_energy_ev": [-7.928, -7.920],
  "e_lumo_ha": [-0.029, -0.033],
  "gap_ev": [7.15, 7.02],
  "species": ["C", "C", "C", "C", "C", "C", "C", "C", "N", "P", "S", "H", "H", "H", "H", "H", "H", "H", "H"],
  "coordinates": [[-0.163, -2.656, 0.668], [-0.850, -1.496, 0.823], [1.083, -2.908, -0.003], [-0.528, -0.178, 0.380], [1.886, -2.074, -0.622], [0.596, 0.194, -0.301], [-0.958, 1.983, 0.170], [-1.611, 3.304, 0.290], [-1.388, 0.873, 0.629], [3.264, -1.733, -1.602], [0.620, 1.850, -0.660], [-0.612, -3.544, 1.093], [-1.789, -1.545, 1.360], [1.392, -3.956, 0.017], [-1.117, 3.884, 1.072], [-1.532, 3.854, -0.646], [-2.659, 3.181, 0.556], [3.727, -0.599, -0.931], [2.609, -1.020, -2.611]]
}

---

No. 2
{
  "formula": "C8H8O2S2",
  "method": "the ωB97M-V functional and the def2-TZVPD basis",
  "homo_energy_ev": -8.780,
  "e_lumo_ha": -0.021,
  "gap_ev": 8.20,
  "species": ["C", "C", "C", "C", "C", "C", "C", "C", "O", "O", "S", "S", "H", "H", "H", "H", "H", "H", "H", "H"],
  "coordinates": [[2.205, 0.261, -2.372], [2.976, -0.897, -2.277], [1.156, 0.207, -1.474], [1.079, -0.860, -0.585], [-0.064, -1.136, 0.215], [-1.004, -0.250, 0.518], [-1.694, 0.315, 2.723], [-2.178, -0.162, 1.338], [0.404, 2.404, -0.185], [-1.019, 1.847, -2.269], [2.471, -1.896, -0.947], [-0.252, 1.404, -1.044], [2.382, 0.871, -3.235], [3.875, -0.902, -2.813], [-0.097, -2.001, 0.926], [-2.436, 0.509, 3.434], [-1.155, 1.198, 2.504], [-1.115, -0.540, 3.271], [-2.837, 0.706, 0.900], [-2.697, -1.077, 1.373]]
}

---

No. 3
{
  "formula": "C8H8O3",
  "method": "the ωB97M-V functional and the def2-TZVPD basis",
  "smiles": "Cc1cc(O)c(C=O)c(O)c1",
  "homo_energy_ev": -8.578,
  "e_lumo_ha": 0.004,
  "gap_ev": 8.68,
  "species": ["C", "C", "C", "C", "O", "C", "C", "O", "C", "O", "C", "H", "H", "H", "H", "H", "H", "H", "H"],
  "coordinates": [[-3.450, -0.454, 0.113], [-1.915, -0.225, 0.110], [-1.447, 1.060, -0.183], [-0.098, 1.221, -0.057], [0.409, 2.496, -0.040], [0.784, 0.217, -0.013], [2.238, 0.538, 0.139], [3.116, -0.335, 0.067], [0.368, -1.117, -0.068], [1.226, -2.154, -0.023], [-1.043, -1.391, -0.140], [-3.696, -1.171, -0.563], [-3.938, 0.437, 0.261], [-3.786, -0.972, 1.055], [-2.170, 1.915, -0.197], [-0.397, 3.095, 0.130], [2.606, 1.615, 0.132], [2.116, -1.700, 0.002], [-1.370, -2.373, -0.248]]
}

---

No. 4
{
  "formula": "C8H8O8PdS2",
  "method": "the ωB97M-V functional and the def2-TZVPD basis",
  "homo_energy_ev": [-1.714, -2.084],
  "e_lumo_ha": [0.189, 0.188],
  "total_charge": -2,
  "multiplicity": 3,
  "gap_ev": [6.85, 7.21],
  "species": ["Pd", "O", "C", "O", "C", "C", "C", "C", "C", "O", "C", "C", "O", "O", "H", "H", "H", "H", "H", "H", "H", "H", "O", "S", "O", "O", "S"],
  "coordinates": [[-0.979, 1.843, -0.153], [-1.149, -0.588, 3.324], [-0.710, -0.028, 2.310], [-0.764, 1.209, 2.037], [0.041, -0.959, 1.307], [1.206, -0.267, 0.583], [2.209, -1.331, 0.100], [1.422, -1.973, -1.072], [0.133, -1.125, -1.071], [0.632, 0.153, -0.665], [-0.762, -1.548, 0.107], [-2.220, -1.065, -0.136], [-3.057, -1.964, -0.308], [-2.440, 0.181, -0.210], [0.411, -1.773, 1.931], [1.626, 0.593, 1.098], [3.126, -0.854, -0.250], [2.463, -2.043, 0.885], [1.953, -1.866, -2.020], [1.205, -3.029, -0.909], [-0.373, -1.038, -2.030], [-0.831, -2.631, 0.172], [-1.818, 3.972, -0.076], [-0.604, 4.143, -0.922], [0.569, 3.593, -0.195], [-0.412, 5.516, -1.357], [-0.877, 2.880, -2.481]]
}

---

The ΔE to the lowest compared entry with this formula, charge and spin results, record by record, are as follows: 412.8; 400.1; 179.7; 19.1 kJ/mol.